1.
{
  "formula": "C37H25Cl2F6I2N6O5PRb",
  "method": "ωB97M-V/def2-TZVPD",
  "species": ["Rb", "Cl", "C", "C", "C", "C", "O", "C", "C", "N", "C", "C", "C", "C", "C", "C", "C", "C", "N", "C", "C", "H", "H", "H", "H", "H", "H", "H", "H", "H", "H", "Cl", "C", "C", "C", "C", "O", "C", "C", "O", "C", "H", "H", "H", "H", "I", "C", "C", "C", "I", "C", "C", "C", "C", "N", "C", "C", "O", "H", "H", "H", "H", "F", "P", "F", "F", "F", "F", "F", "C", "N", "C", "C", "C", "N", "C", "O", "N", "H", "H", "H", "H", "H", "H", "H"],
  "coordinates": [[-0.45494, -0.13625, -0.10353], [4.48151, 5.89512, -3.62109], [3.69596, 4.51630, -2.88326], [2.61230, 3.91621, -3.56102], [1.96014, 2.84052, -3.03676], [2.37919, 2.27199, -1.78361], [1.84725, 1.25190, -1.28230], [3.46157, 2.93624, -1.11221], [3.75521, 2.43791, 0.17564], [3.07773, 1.51182, 0.71756], [3.02384, 0.63843, 1.71015], [3.89527, -0.45357, 1.77564], [3.80451, -1.35021, 2.84200], [2.84639, -1.19267, 3.81148], [1.89012, -0.14957, 3.73654], [0.79687, -0.03834, 4.62232], [-0.13975, 0.93053, 4.39947], [0.02221, 1.79797, 3.30102], [1.03332, 1.73728, 2.46979], [1.94948, 0.76968, 2.67205], [4.11375, 4.05002, -1.67318], [2.29933, 4.33693, -4.50846], [1.11747, 2.37875, -3.53543], [4.55838, 2.88187, 0.77168], [4.59567, -0.62892, 0.96975], [4.47218, -2.20145, 2.85230], [2.75863, -1.91070, 4.61699], [0.68595, -0.75467, 5.42635], [-1.01862, 1.02289, 5.02328], [-0.72375, 2.55373, 3.08153], [4.92871, 4.53155, -1.14609], [-4.63179, -0.83357, -7.54360], [-3.49121, -0.63322, -6.22823], [-2.41823, 0.25668, -6.37774], [-1.51493, 0.42218, -5.36672], [-1.60089, -0.29233, -4.11595], [-0.73904, -0.12713, -3.21344], [-2.72529, -1.18893, -4.00681], [-2.98224, -1.98556, -2.82287], [-2.33439, -2.05333, -1.79741], [-3.63945, -1.33430, -5.06224], [-2.31256, 0.81407, -7.30106], [-0.68664, 1.11121, -5.48061], [-3.90687, -2.60498, -2.91547], [-4.47262, -2.01836, -4.93960], [-1.99701, 5.86383, -0.09937], [-3.03810, 4.41701, 0.98185], [-4.21075, 4.76893, 1.63851], [-4.92813, 3.85894, 2.37785], [-6.67047, 4.50289, 3.33834], [-4.47009, 2.51781, 2.48637], [-5.11733, 1.50541, 3.22763], [-4.57649, 0.25010, 3.27933], [-3.37975, -0.00688, 2.58686], [-2.75528, 0.91040, 1.88438], [-3.27503, 2.15181, 1.81812], [-2.48147, 3.10923, 1.01459], [-1.41814, 2.76907, 0.46642], [-4.55868, 5.79206, 1.56500], [-6.03684, 1.73745, 3.74963], [-5.05127, -0.54500, 3.84004], [-2.93255, -0.98902, 2.62622], [-0.11169, -1.48572, 2.01992], [-0.62144, -2.99241, 2.46247], [0.05368, -3.58553, 1.11687], [-1.26761, -2.36404, 3.80474], [-1.99294, -2.73183, 1.65845], [-1.11649, -4.46776, 2.87710], [0.77501, -3.22996, 3.25141], [2.70850, -5.39824, 0.81647], [2.54797, -4.41937, -0.24639], [1.45296, -4.47436, -1.04949], [1.17614, -3.49719, -1.93247], [2.03428, -2.34680, -1.88965], [3.10064, -2.28103, -1.10831], [3.42846, -3.31905, -0.29878], [4.43231, -3.32437, 0.41649], [1.73072, -1.28521, -2.64924], [2.44506, -6.38715, 0.43972], [2.06539, -5.14362, 1.66075], [3.74727, -5.39050, 1.13070], [0.81149, -5.33266, -0.90592], [0.28424, -3.50745, -2.54020], [0.78248, -1.15966, -3.00657], [2.16128, -0.41381, -2.36669]],
  "atomic_forces_ev_per_a": [[-0.36, 0.68, -0.82], [0.05, 0.05, -0.01], [0.10, 0.01, 0.11], [-0.11, -0.09, -0.02], [0.06, 0.03, 0.01], [-0.02, 0.05, -0.04], [0.01, 0.02, 0.08], [-0.08, 0.01, -0.07], [-0.01, 0.02, 0.03], [0.10, -0.10, -0.04], [-0.12, 0.03, 0.05], [-0.03, -0.10, 0.06], [0.13, -0.03, -0.14], [-0.05, -0.03, 0.09], [-0.07, 0.07, -0.10], [0.00, 0.06, -0.06], [0.02, -0.02, 0.03], [-0.11, 0.03, -0.01], [0.27, -0.08, -0.02], [-0.05, -0.05, 0.12], [-0.01, 0.03, -0.11], [-0.01, -0.01, 0.00], [0.00, -0.01, 0.00], [-0.01, 0.04, -0.04], [-0.01, 0.02, 0.01], [-0.04, 0.02, 0.01], [-0.01, -0.03, -0.02], [0.01, -0.02, 0.01], [0.00, -0.02, -0.01], [0.01, 0.01, 0.02], [0.00, 0.01, 0.00], [-0.09, -0.02, -0.09], [-0.02, -0.07, 0.11], [0.06, 0.04, 0.02], [0.01, 0.01, -0.01], [0.01, -0.01, -0.02], [0.01, -0.01, -0.01], [0.03, 0.06, -0.04], [-0.05, -0.08, 0.07], [0.06, 0.03, 0.04], [0.06, 0.06, -0.05], [-0.02, -0.01, -0.01], [0.01, -0.01, 0.02], [0.02, 0.00, 0.02], [-0.01, 0.00, -0.01], [0.04, 0.02, -0.03], [-0.04, -0.06, 0.05], [-0.08, 0.12, 0.02], [0.18, -0.11, -0.10], [-0.07, 0.03, 0.03], [-0.13, 0.08, 0.07], [0.06, -0.08, -0.01], [0.01, 0.07, -0.04], [-0.09, 0.03, 0.10], [-0.11, -0.26, 0.08], [0.14, 0.11, -0.08], [0.15, 0.05, -0.02], [-0.08, -0.03, -0.08], [-0.01, -0.02, 0.00], [-0.01, -0.01, 0.01], [-0.01, 0.01, 0.00], [0.03, -0.04, -0.02], [0.10, -0.63, 0.70], [0.07, 0.05, -0.14], [0.02, 0.03, 0.01], [-0.01, -0.02, 0.02], [-0.01, -0.04, 0.03], [-0.04, -0.04, 0.08], [0.04, 0.06, 0.04], [0.02, -0.01, -0.03], [0.00, -0.03, -0.06], [0.10, 0.15, -0.02], [0.05, -0.05, 0.10], [-0.19, -0.03, 0.00], [0.15, -0.08, -0.06], [-0.02, 0.19, 0.17], [-0.10, -0.08, -0.07], [0.07, 0.03, 0.01], [-0.03, 0.00, 0.01], [0.01, -0.01, 0.01], [-0.01, 0.00, 0.00], [-0.01, -0.01, -0.02], [0.00, -0.02, 0.01], [-0.01, 0.00, 0.04], [0.05, 0.01, 0.01]],
  "lumo_energy_ev": [3.37, 1.95],
  "de_lowest_kj_mol": 0.0,
  "spin_multiplicity": 2,
  "s2": 0.799,
  "homo_energy_ev": [-2.4, -2.4],
  "e_tot_ha": -4610.5610,
  "total_charge": -2
}

=====

2.
{
  "formula": "C3H8NO4",
  "method": "ωB97M-V/def2-TZVPD",
  "species": ["O", "C", "O", "C", "C", "O", "N", "H", "H", "H", "H", "H", "H", "H", "H", "O"],
  "coordinates": [[-1.36806, 2.50697, 0.08576], [-0.74206, 1.95290, 0.95464], [-0.45510, 2.10025, 2.09789], [-0.38397, 0.46693, 0.30804], [0.33618, -0.36673, 1.41355], [0.96838, -1.57016, 0.79145], [0.67887, 0.45711, -0.81966], [-1.31336, 0.19213, -0.10548], [-0.40294, -0.88844, 2.21545], [1.04368, 0.31900, 1.90772], [0.65058, -1.62701, -0.15054], [1.65308, 0.57199, -0.50243], [0.42420, 1.20876, -1.41290], [0.11867, -1.47857, -1.74702], [-0.81638, -1.65280, -2.75487], [-0.39176, -2.19232, -2.28160]],
  "atomic_forces_ev_per_a": [[-1.75, 3.31, -1.70], [0.53, -4.74, -3.15], [0.87, 1.55, 3.77], [4.06, 0.78, 2.08], [-2.61, -2.68, -0.28], [-0.24, 0.71, -0.30], [-1.05, -0.72, 0.75], [-0.88, -1.10, -0.38], [1.55, 1.82, -1.62], [-0.04, -0.70, -0.19], [0.54, 0.33, 1.84], [-0.97, 0.10, 0.13], [-0.03, 0.96, -0.70], [-0.68, -1.41, -0.98], [-5.83, 6.34, -6.40], [6.54, -4.55, 7.11]],
  "lumo_energy_ev": 3.76,
  "de_lowest_kj_mol": 244.7,
  "homo_energy_ev": -3.8,
  "e_tot_ha": -474.8266,
  "total_charge": -1
}

=====

3.
{
  "formula": "C39H33BClNO5P2V",
  "method": "ωB97M-V/def2-TZVPD",
  "species": ["V", "N", "P", "C", "C", "C", "C", "C", "C", "C", "C", "C", "C", "C", "C", "P", "C", "C", "C", "C", "C", "C", "C", "C", "C", "C", "C", "C", "H", "H", "H", "H", "H", "H", "H", "H", "H", "H", "H", "H", "H", "H", "H", "H", "H", "H", "H", "H", "H", "O", "B", "O", "C", "C", "C", "C", "C", "C", "H", "H", "H", "H", "C", "C", "C", "C", "Cl", "C", "C", "C", "O", "C", "C", "O", "O", "H", "H", "H", "H", "H", "H", "H", "H"],
  "coordinates": [[0.15380, 1.28945, -0.31391], [0.00653, -1.61842, 0.35254], [1.47423, -0.75853, 0.14200], [2.49206, -1.01961, 1.60692], [3.29006, 0.01907, 2.07502], [4.11270, -0.17894, 3.17345], [4.12978, -1.41140, 3.81107], [3.33816, -2.45153, 3.34234], [2.52480, -2.26045, 2.23618], [2.42043, -1.63027, -1.14067], [1.84311, -2.56567, -1.98917], [2.59796, -3.16659, -2.98796], [3.93045, -2.82257, -3.15137], [4.51315, -1.88360, -2.30860], [3.76431, -1.29127, -1.30596], [-1.38162, -0.65493, 0.05324], [-2.55250, -1.75616, -0.77543], [-2.11481, -2.71185, -1.69017], [-3.02317, -3.54978, -2.31528], [-4.37895, -3.42380, -2.04755], [-4.82410, -2.45785, -1.15733], [-3.91719, -1.62394, -0.52132], [-2.22178, -0.28081, 1.60810], [-2.73273, 0.99913, 1.79892], [-3.34844, 1.33121, 2.99850], [-3.45149, 0.38316, 4.00471], [-2.95497, -0.90151, 3.81159], [-2.34431, -1.23492, 2.61478], [-0.04402, -2.40242, 0.99667], [3.25377, 0.99278, 1.59848], [4.73056, 0.63064, 3.53711], [4.75935, -1.56152, 4.67753], [3.36492, -3.41690, 3.82947], [1.93793, -3.09265, 1.86360], [0.80798, -2.84052, -1.85898], [2.14442, -3.90594, -3.63444], [4.51880, -3.28902, -3.92981], [5.55600, -1.62237, -2.42579], [4.23411, -0.56946, -0.64771], [-1.06283, -2.81473, -1.90836], [-2.67333, -4.29691, -3.01461], [-5.08892, -4.07691, -2.53655], [-5.88050, -2.35350, -0.95181], [-4.27706, -0.88124, 0.17866], [-2.65261, 1.74610, 1.01464], [-3.73416, 2.33043, 3.14810], [-3.91938, 0.64325, 4.94457], [-3.05022, -1.64227, 4.59432], [-1.96730, -2.24174, 2.47131], [0.40706, 3.23068, 2.27310], [0.38587, 2.00983, 1.61967], [0.45093, 0.96199, 2.55209], [0.48419, 1.56613, 3.79234], [0.54478, 0.97664, 5.03296], [0.57479, 1.84488, 6.12307], [0.54684, 3.22762, 5.95239], [0.48797, 3.80618, 4.68564], [0.45778, 2.93519, 3.62154], [0.56544, -0.09794, 5.14954], [0.62276, 1.43653, 7.12319], [0.57532, 3.86855, 6.82257], [0.46268, 4.87684, 4.54238], [1.15911, 0.49837, -3.99013], [-0.19133, 1.07523, -4.31891], [-1.30372, 0.24311, -4.42879], [-2.53209, 0.75435, -4.81242], [-3.89940, -0.30648, -4.94667], [-2.68618, 2.09651, -5.11124], [-1.59487, 2.93653, -4.99149], [-0.36937, 2.43370, -4.58708], [0.67738, 3.33944, -4.49116], [1.16001, 3.59031, -3.18254], [0.00595, 3.70364, -2.19915], [-0.84462, 4.52723, -2.22617], [-0.00940, 2.70138, -1.23300], [1.19313, -0.56319, -4.23182], [1.41764, 0.58847, -2.92778], [1.94643, 1.00452, -4.54905], [-1.20424, -0.81890, -4.23996], [-3.64765, 2.47746, -5.42453], [-1.67873, 3.99474, -5.19559], [1.66663, 4.55407, -3.21351], [1.86593, 2.82371, -2.86053]],
  "atomic_forces_ev_per_a": [[-0.01, -1.17, -0.05], [-0.05, 0.16, 0.26], [0.13, -0.67, -0.11], [-0.04, 0.08, 0.02], [-0.02, 0.02, 0.04], [0.00, -0.02, 0.00], [-0.02, 0.03, -0.01], [0.00, -0.01, -0.02], [0.07, -0.01, 0.01], [-0.02, 0.05, -0.02], [0.00, -0.03, 0.02], [0.00, 0.01, 0.02], [0.00, 0.01, 0.01], [-0.02, -0.01, 0.00], [-0.01, 0.06, -0.01], [-0.06, -0.41, 0.22], [0.03, 0.12, -0.18], [0.01, -0.01, -0.02], [-0.01, 0.04, 0.00], [0.00, 0.02, 0.00], [0.02, 0.01, -0.02], [-0.03, 0.00, 0.00], [0.10, -0.06, 0.05], [0.00, 0.05, 0.00], [0.02, -0.01, -0.02], [0.02, -0.02, 0.00], [-0.02, 0.01, 0.00], [0.00, 0.00, 0.02], [0.03, -0.07, -0.15], [0.00, -0.01, 0.00], [0.00, 0.01, 0.01], [0.02, -0.01, 0.00], [-0.01, 0.00, 0.02], [0.00, 0.00, -0.01], [0.01, -0.03, 0.01], [-0.01, 0.00, -0.01], [0.00, 0.00, 0.00], [0.01, 0.01, -0.01], [0.00, -0.01, 0.02], [-0.01, 0.01, 0.01], [0.00, -0.01, 0.00], [-0.01, 0.00, 0.00], [-0.01, 0.00, 0.00], [0.01, -0.01, 0.01], [0.03, 0.00, 0.02], [-0.02, 0.00, -0.01], [-0.01, 0.00, 0.00], [0.01, 0.00, 0.00], [-0.01, 0.00, 0.00], [-0.04, -0.08, -0.20], [0.08, 0.13, 1.27], [-0.07, 0.12, 0.00], [0.00, -0.13, -0.04], [-0.01, 0.05, 0.08], [0.00, 0.01, -0.04], [0.00, -0.02, -0.04], [-0.02, -0.03, 0.09], [0.04, 0.14, -0.05], [0.01, -0.02, 0.00], [0.00, 0.00, 0.01], [-0.01, 0.00, 0.01], [0.01, 0.01, 0.00], [0.03, 0.01, 0.03], [-0.01, 0.03, -0.05], [0.01, 0.03, 0.01], [0.01, -0.02, 0.01], [0.01, -0.07, 0.05], [-0.06, 0.01, -0.02], [0.01, 0.00, 0.04], [0.09, -0.01, 0.09], [0.03, -0.03, -0.03], [-0.01, -0.04, -0.06], [-0.18, -0.49, 0.51], [0.02, 0.05, -0.01], [-0.04, 2.27, -1.79], [0.00, 0.01, 0.00], [-0.03, 0.02, 0.02], [-0.01, 0.01, -0.01], [0.00, -0.01, -0.01], [-0.01, 0.00, 0.00], [0.00, 0.01, 0.00], [0.01, -0.01, -0.04], [0.00, -0.04, 0.03]],
  "lumo_energy_ev": [-3.59, -3.14],
  "de_lowest_kj_mol": 162.6,
  "spin_multiplicity": 3,
  "s2": 2.025,
  "homo_energy_ev": [-11.0, -11.0],
  "e_tot_ha": -4048.5699,
  "total_charge": 1
}

=====

4.
{
  "formula": "C7H9F",
  "method": "ωB97M-V/def2-TZVPD",
  "species": ["C", "C", "C", "C", "C", "C", "C", "H", "H", "H", "H", "H", "H", "H", "H", "H", "F"],
  "coordinates": [[-2.54598, -0.13896, 0.14724], [-1.09922, -0.33486, -0.20651], [-0.53204, -1.55337, 0.01908], [-0.36263, 0.83057, -0.61960], [0.86780, 1.30692, -0.36397], [1.95064, 0.77545, 0.48533], [2.70496, -0.27254, 0.27934], [-3.03495, -1.06012, 0.11632], [-2.65062, 0.45733, 1.08083], [-3.05508, 0.55014, -0.58333], [0.46705, -1.74246, -0.25612], [-1.13032, -2.31436, 0.38565], [-1.00404, 1.50236, -1.21591], [1.12795, 2.35870, -0.75112], [2.31827, 1.44395, 1.27426], [3.48841, -0.65632, 0.93366], [2.48980, -1.15243, -0.72517]],
  "atomic_forces_ev_per_a": [[0.31, 3.01, -0.72], [0.83, -2.27, 1.39], [-0.55, 3.00, -1.02], [0.14, 1.59, -0.97], [0.16, 1.29, -0.30], [-0.12, 1.06, 0.06], [0.26, -1.51, 0.27], [-1.01, -1.32, 0.48], [0.03, -0.86, -0.20], [0.48, -0.74, 0.28], [0.91, -0.26, -0.09], [-0.96, -1.54, 0.63], [0.45, -0.11, 0.20], [-0.61, -1.69, 0.45], [-0.28, -0.32, -0.14], [-0.06, 0.46, -0.20], [0.02, 0.21, -0.12]],
  "lumo_energy_ev": 0.92,
  "de_lowest_kj_mol": 129.1,
  "homo_energy_ev": -8.7,
  "e_tot_ha": -371.9066
}

=====

What did the fourth record say?
{
  "formula": "C7H9F",
  "method": "ωB97M-V/def2-TZVPD",
  "species": ["C", "C", "C", "C", "C", "C", "C", "H", "H", "H", "H", "H", "H", "H", "H", "H", "F"],
  "coordinates": [[-2.54598, -0.13896, 0.14724], [-1.09922, -0.33486, -0.20651], [-0.53204, -1.55337, 0.01908], [-0.36263, 0.83057, -0.61960], [0.86780, 1.30692, -0.36397], [1.95064, 0.77545, 0.48533], [2.70496, -0.27254, 0.27934], [-3.03495, -1.06012, 0.11632], [-2.65062, 0.45733, 1.08083], [-3.05508, 0.55014, -0.58333], [0.46705, -1.74246, -0.25612], [-1.13032, -2.31436, 0.38565], [-1.00404, 1.50236, -1.21591], [1.12795, 2.35870, -0.75112], [2.31827, 1.44395, 1.27426], [3.48841, -0.65632, 0.93366], [2.48980, -1.15243, -0.72517]],
  "atomic_forces_ev_per_a": [[0.31, 3.01, -0.72], [0.83, -2.27, 1.39], [-0.55, 3.00, -1.02], [0.14, 1.59, -0.97], [0.16, 1.29, -0.30], [-0.12, 1.06, 0.06], [0.26, -1.51, 0.27], [-1.01, -1.32, 0.48], [0.03, -0.86, -0.20], [0.48, -0.74, 0.28], [0.91, -0.26, -0.09], [-0.96, -1.54, 0.63], [0.45, -0.11, 0.20], [-0.61, -1.69, 0.45], [-0.28, -0.32, -0.14], [-0.06, 0.46, -0.20], [0.02, 0.21, -0.12]],
  "lumo_energy_ev": 0.92,
  "de_lowest_kj_mol": 129.1,
  "homo_energy_ev": -8.7,
  "e_tot_ha": -371.9066
}

=====

Please write out number 2 again, unchanged.
{
  "formula": "C3H8NO4",
  "method": "ωB97M-V/def2-TZVPD",
  "species": ["O", "C", "O", "C", "C", "O", "N", "H", "H", "H", "H", "H", "H", "H", "H", "O"],
  "coordinates": [[-1.36806, 2.50697, 0.08576], [-0.74206, 1.95290, 0.95464], [-0.45510, 2.10025, 2.09789], [-0.38397, 0.46693, 0.30804], [0.33618, -0.36673, 1.41355], [0.96838, -1.57016, 0.79145], [0.67887, 0.45711, -0.81966], [-1.31336, 0.19213, -0.10548], [-0.40294, -0.88844, 2.21545], [1.04368, 0.31900, 1.90772], [0.65058, -1.62701, -0.15054], [1.65308, 0.57199, -0.50243], [0.42420, 1.20876, -1.41290], [0.11867, -1.47857, -1.74702], [-0.81638, -1.65280, -2.75487], [-0.39176, -2.19232, -2.28160]],
  "atomic_forces_ev_per_a": [[-1.75, 3.31, -1.70], [0.53, -4.74, -3.15], [0.87, 1.55, 3.77], [4.06, 0.78, 2.08], [-2.61, -2.68, -0.28], [-0.24, 0.71, -0.30], [-1.05, -0.72, 0.75], [-0.88, -1.10, -0.38], [1.55, 1.82, -1.62], [-0.04, -0.70, -0.19], [0.54, 0.33, 1.84], [-0.97, 0.10, 0.13], [-0.03, 0.96, -0.70], [-0.68, -1.41, -0.98], [-5.83, 6.34, -6.40], [6.54, -4.55, 7.11]],
  "lumo_energy_ev": 3.76,
  "de_lowest_kj_mol": 244.7,
  "homo_energy_ev": -3.8,
  "e_tot_ha": -474.8266,
  "total_charge": -1
}